Computed, not measured: 11 unconnected molecules or ions with the total composition C41H103N5O11 at a distorted geometry, with wB97M-V/def2-TZVPD.

DFT total energy: -2724.9779 Ha
charge: -1
multiplicity: 2
E_HOMO (spin up / spin down): 0.69 / -5.98 eV
gap between HOMO and LUMO (spin up / spin down): 0.052 / 0.302 Ha

XYZ file:
```
160
Properties=species:S:1:pos:R:3:forces:R:3
C -3.2384 1.1063 1.7418 0.361 0.087 0.509
C -2.9684 0.1466 2.9869 0.678 1.172 -0.864
C -3.9167 0.5793 4.1537 -0.725 -0.574 -0.126
C -5.3921 0.0370 4.0399 2.320 -0.574 -0.103
C -5.2537 -1.4932 3.9787 0.394 0.929 -0.828
C -4.4370 -1.9222 2.7067 -0.105 -1.572 0.955
N -3.1363 -1.2530 2.5696 0.335 -0.263 2.256
O -2.4374 -1.5661 1.3715 -1.129 0.347 0.876
C -4.1464 -3.4747 2.9435 -0.638 0.852 -2.205
C -5.2926 -1.7599 1.4531 -0.632 -0.964 -0.103
C -1.4767 0.3077 3.4921 -0.441 -0.087 -1.107
H -4.2864 1.1265 1.4428 -0.198 0.077 0.326
H -2.7107 0.9144 0.8076 0.356 -0.736 0.155
H -2.9113 2.1259 1.9454 -0.273 0.105 0.458
H -3.4785 0.2465 5.0946 -0.018 -0.182 0.081
H -3.9320 1.6680 4.2053 0.177 0.075 -0.186
H -5.7428 0.4062 3.0762 -0.659 0.047 0.215
H -6.0099 0.3283 4.8893 0.003 0.319 -0.213
H -6.2521 -1.9302 3.9593 0.064 -0.333 -0.389
H -4.7707 -1.9173 4.8590 0.189 0.327 0.146
H -3.6484 -3.8097 3.8534 -0.037 0.494 -0.089
H -5.0629 -4.0300 2.7442 -0.394 0.016 0.625
H -3.5958 -3.7480 2.0433 0.739 -0.260 0.296
H -5.3941 -0.7627 1.0250 0.055 0.087 0.304
H -4.9893 -2.4339 0.6520 0.455 0.073 -0.139
H -6.2752 -2.1570 1.7079 -0.299 0.341 -0.077
H -1.1704 -0.4093 4.2538 -0.623 0.084 0.333
H -1.2260 1.3214 3.8048 -0.283 0.083 0.146
H -0.7994 0.0797 2.6691 -0.046 0.092 -0.316
H -3.0280 -1.1793 0.7210 0.329 0.023 -1.189
C 4.5214 -5.1916 -0.7412 -0.200 0.801 -0.673
C 4.4007 -3.8050 0.0135 0.847 -1.054 -0.018
C 5.6009 -3.8198 0.9850 0.996 0.620 0.469
C 6.9807 -3.4447 0.3947 -1.185 -0.126 0.801
C 6.8636 -2.0725 -0.2672 0.044 -1.736 -0.026
C 5.6932 -1.9515 -1.2674 0.665 -0.985 -0.009
N 4.4287 -2.5310 -0.7775 1.781 -0.914 2.320
O 3.2901 -2.2285 -1.5096 0.326 -0.724 -0.654
C 5.4961 -0.4592 -1.4574 0.358 -0.366 -1.418
C 6.2240 -2.7099 -2.5193 -0.623 0.532 -0.486
C 3.1031 -3.8873 0.8368 0.197 0.447 -0.899
H 4.5570 -6.0303 -0.0460 -0.193 0.172 0.220
H 5.4319 -5.2692 -1.3354 0.043 0.166 0.001
H 3.6877 -5.3511 -1.4250 -0.114 0.025 -0.026
H 5.3715 -3.1382 1.8041 0.048 0.297 0.075
H 5.7943 -4.7787 1.4659 -0.812 -0.340 -0.093
H 7.3628 -4.2984 -0.1651 -0.262 0.303 -1.019
H 7.7409 -3.4379 1.1759 -0.163 0.429 0.464
H 7.7740 -2.0455 -0.8659 0.086 1.150 0.121
H 6.7766 -1.3133 0.5101 0.279 0.077 -0.045
H 6.4392 0.0402 -1.6797 0.321 -0.125 0.274
H 4.9622 -0.3648 -2.4030 -0.753 0.577 0.448
H 5.0687 -0.0117 -0.5601 -0.378 0.027 -0.362
H 5.5109 -2.6621 -3.3423 -0.201 -0.058 -0.009
H 7.1534 -2.2873 -2.9010 0.085 0.166 0.088
H 6.4085 -3.7623 -2.3037 -0.042 0.130 0.124
H 3.0363 -4.8650 1.3142 -0.161 0.097 -0.009
H 2.3125 -3.7415 0.1007 -0.384 -0.360 0.283
H 2.9888 -3.0904 1.5716 0.263 0.042 0.086
H 2.7709 -1.8099 -0.8191 -0.854 0.816 -0.056
C 2.5917 5.8591 1.5026 -0.329 -0.828 -0.341
C 1.6792 4.5736 1.4472 -0.110 -0.368 1.591
C 1.3954 4.0904 2.8881 -0.983 1.204 1.960
C 0.4255 4.9674 3.6580 -0.720 -0.006 0.026
C -0.9107 5.0623 2.8879 0.902 1.352 0.067
C -0.7388 5.5436 1.3974 -1.577 -0.364 -0.565
N 0.4035 4.7854 0.7319 -1.181 0.028 2.120
O 0.5467 5.1300 -0.6217 0.365 0.237 0.440
C -2.0986 5.0145 0.6996 0.959 0.560 -0.284
C -0.7315 7.1484 1.3574 0.510 -0.714 -0.002
C 2.3916 3.3232 0.9428 0.392 -0.229 -1.718
H 3.1086 5.8907 0.5435 0.112 0.412 0.044
H 3.3150 5.8548 2.3180 0.197 -0.521 -0.077
H 2.0419 6.7838 1.6782 -0.347 -0.156 -0.369
H 0.9540 3.1145 3.0903 0.136 -0.489 -1.288
H 2.2857 4.0732 3.5168 0.618 0.005 -0.550
H 0.8443 5.9256 3.9657 -0.037 0.525 -0.736
H 0.2387 4.5561 4.6499 -0.167 -0.535 0.019
H -1.4904 5.8051 3.4359 -0.308 0.321 -0.311
H -1.5461 4.1789 2.9515 0.563 -0.434 -0.159
H -2.2120 3.9363 0.8129 0.265 -0.024 0.140
H -3.0215 5.4721 1.0558 0.225 0.215 0.647
H -2.1597 5.2161 -0.3698 0.517 0.086 -0.167
H -0.1122 7.5484 2.1602 0.066 -0.105 0.179
H -0.3721 7.6427 0.4549 0.277 -0.642 -0.359
H -1.7183 7.5949 1.4802 -0.277 -0.511 0.277
H 2.5118 3.3429 -0.1403 0.510 0.285 -0.193
H 1.8802 2.3715 1.0871 -0.676 0.357 0.406
H 3.3518 3.1530 1.4298 0.199 0.489 -0.105
H 0.2263 4.3133 -1.0115 -0.159 -0.053 -0.922
C 3.3445 0.4298 2.4880 0.731 -0.862 -0.020
O 1.9560 0.3514 2.5094 -1.405 0.474 -0.408
H 3.7040 0.3843 1.4600 -0.115 0.235 -0.063
H 3.6927 1.3368 2.9820 0.317 -0.145 0.086
H 3.6361 -0.5098 2.9573 1.100 0.264 0.289
H 1.7217 0.2712 3.4369 -0.516 -0.044 0.135
C -1.5732 -2.0111 -4.5986 -0.108 -0.459 0.487
O -1.1901 -0.7770 -3.9836 -0.203 -0.248 -0.240
H -2.5956 -2.2303 -4.2910 -0.124 0.189 -0.153
H -1.5050 -2.0403 -5.6861 -0.040 0.411 -0.003
H -0.9840 -2.8471 -4.2220 0.312 0.023 0.065
H -0.5600 -0.3229 -4.5477 0.123 0.056 0.023
C 0.1702 -2.6421 3.4071 0.888 -1.475 -1.010
O -1.1142 -3.2346 3.4097 0.579 0.569 0.711
H 0.4211 -2.3082 2.4003 -0.048 0.451 -0.162
H 0.4472 -1.8583 4.1122 -0.644 0.075 0.349
H 0.8604 -3.4718 3.5598 0.190 -0.002 0.307
H -1.7033 -2.5302 3.1298 -0.787 0.192 -0.046
C 0.2334 -1.0492 -0.3611 -0.903 0.473 0.065
O 1.5701 -0.6780 -0.0642 0.035 -0.557 -0.755
H 0.0165 -0.9830 -1.4272 0.499 0.166 -0.200
H -0.0933 -2.0474 -0.0697 0.520 -0.273 0.341
H -0.4596 -0.3666 0.1308 -0.084 0.070 0.065
H 1.6142 -0.3429 0.8343 -0.180 0.066 0.566
C 2.5682 1.3523 -3.0960 1.571 1.726 0.615
O 2.3110 2.4255 -4.0495 -0.843 -1.263 0.095
H 1.6879 0.8497 -2.6954 -0.170 -0.029 -0.883
H 3.4008 0.7203 -3.4051 -0.688 -0.595 -0.752
H 3.0443 1.7423 -2.1964 -0.244 0.560 0.349
H 2.8607 3.2080 -3.9656 0.275 -0.365 0.583
C -4.1779 -0.7866 -1.9674 0.742 0.368 -0.116
O -2.8330 -0.9174 -1.4666 -0.671 -0.149 0.568
H -4.2401 -0.3378 -2.9588 0.301 -0.188 -0.191
H -4.6511 -1.7685 -1.9757 -0.090 0.024 0.011
H -4.7289 -0.0938 -1.3313 -0.053 -0.160 0.279
H -2.1343 -0.6998 -2.0880 -0.251 0.120 -0.631
C -4.2653 -5.2506 -2.0387 -0.928 -0.118 0.387
C -2.9700 -5.6003 -2.7367 1.783 1.211 -0.362
C -1.6900 -4.9474 -2.0732 -0.724 -1.354 0.049
O -0.4615 -5.3654 -2.7281 -1.600 1.047 0.685
C 0.6260 -4.6030 -2.2453 0.391 -0.314 -0.138
N -2.8059 -7.0518 -2.8811 0.065 0.727 0.049
H -4.7865 -4.3149 -2.2412 0.782 0.562 -0.045
H -4.1945 -5.3699 -0.9575 0.059 0.029 0.143
H -5.0414 -5.9398 -2.3717 0.086 -0.450 0.012
H -2.9612 -5.1197 -3.7150 -0.197 -0.404 -0.414
H -1.6813 -5.2186 -1.0175 0.310 -0.553 0.320
H -1.8486 -3.8722 -1.9890 0.315 0.423 -0.713
H 0.4698 -3.5276 -2.3299 -0.050 0.162 -0.231
H 1.4981 -4.9105 -2.8224 -0.016 0.208 -0.095
H 0.8671 -4.8003 -1.2007 -0.239 -0.203 0.276
H -3.0086 -7.4117 -1.9595 0.065 -0.510 0.199
H -3.5704 -7.3504 -3.4696 -0.101 -0.332 -0.110
C -1.9829 6.4992 -4.3856 -0.613 -1.078 -0.252
C -1.1231 5.4907 -3.5931 -0.420 0.672 0.945
C -1.7656 4.1600 -3.1268 -0.166 -0.048 -0.598
O -0.7643 3.3225 -2.5318 -0.518 0.572 1.117
C -1.2885 2.1576 -1.8637 0.531 0.273 -0.783
N 0.1366 5.2583 -4.2498 0.497 -0.179 -0.152
H -2.6565 5.9559 -5.0482 0.088 -0.024 -0.490
H -1.3382 7.1547 -4.9709 0.015 -0.106 0.080
H -2.6709 7.1115 -3.8026 0.295 -0.034 0.440
H -0.8988 6.0371 -2.6770 0.342 -0.180 0.299
H -2.1722 3.5734 -3.9507 -0.192 0.133 -0.495
H -2.6053 4.3656 -2.4628 0.016 -0.058 0.411
H -1.6081 1.4638 -2.6412 -0.148 -0.266 0.097
H -2.1129 2.3369 -1.1734 -0.099 0.409 -0.062
H -0.4592 1.7330 -1.2979 0.011 -0.053 -0.061
H 0.5743 4.5512 -3.6767 0.619 -0.118 0.073
H -0.0086 4.7650 -5.1191 -0.193 -0.015 -0.428
```
Forces are in eV/Å.

Atom charges from the Löwdin analysis, given in e for atoms 1 to 2: C -0.023; C -0.421